88
Properties=species:S:1:pos:R:3:forces:R:3:mulliken_charge:R:1 method="wB97M-V/def2-TZVPD" spin_multiplicity=3 s2=2.005 e_homo_ev="-4.8 / -4.9" de_lowest_ev=0.274 e_tot_ha=-6118.994820 homo_lumo_gap_ev="6.8715 / 6.9067" total_charge=-1
Ni 0.726949 0.554757 0.810063 0.23 -0.28 0.49 0.842
Cl 2.784435 2.764201 6.970645 0.00 -0.02 -0.01 -0.312
C 2.703043 2.320122 5.280714 0.06 0.03 0.03 0.570
C 3.856650 2.215259 4.557534 -0.03 0.02 0.04 -0.407
C 3.822229 1.877926 3.198519 0.09 0.02 -0.04 -0.246
I 5.599405 1.734443 2.119584 -0.02 0.04 0.02 -0.038
C 2.636543 1.626468 2.512452 -0.01 0.16 -0.02 0.424
O 2.556383 1.337835 1.271240 -0.11 -0.13 -0.13 -0.454
C 1.428651 1.743786 3.308362 -0.02 0.00 0.02 0.281
N 0.270830 1.490805 2.645289 0.08 -0.19 0.03 0.798
C -0.875616 1.573198 3.275220 -0.03 0.02 -0.03 -0.606
C -0.947881 1.903149 4.640905 0.00 0.03 -0.03 -1.103
C 0.201008 2.147989 5.335864 0.02 0.02 0.00 -0.844
C 1.447147 2.083919 4.674485 -0.04 -0.01 -0.01 -0.145
H 4.806723 2.394266 5.042229 0.01 0.01 -0.01 0.429
H -1.760971 1.362323 2.688501 0.00 -0.06 0.02 0.624
H -1.913267 1.944153 5.125415 -0.02 0.01 0.00 0.458
H 0.175619 2.388530 6.390154 -0.01 0.00 0.00 0.401
N -3.652609 -6.017115 1.103271 -0.07 0.00 0.07 -0.615
C -3.431310 -4.663725 0.843967 0.06 -0.04 0.01 0.784
C -2.583845 -3.916428 1.665278 -0.03 0.00 0.00 -0.786
C -2.334154 -2.587553 1.391386 0.04 -0.04 -0.08 -0.316
C -2.934828 -1.989026 0.290121 -0.05 0.01 -0.06 -0.388
C -3.804079 -2.708677 -0.512968 0.01 -0.02 -0.01 -0.374
C -4.062913 -4.038713 -0.228951 0.01 0.02 -0.03 -0.679
S -2.498527 -0.334812 -0.130702 0.09 -0.23 0.09 1.606
O -2.819558 0.517161 0.989509 0.00 -0.06 -0.01 -0.869
O -3.121845 -0.024866 -1.395383 -0.02 0.09 -0.07 -0.816
N -0.894459 -0.391472 -0.199787 -0.20 0.54 0.02 -0.383
C -0.142281 -0.657932 -1.280782 -0.04 -0.24 0.06 0.968
N -0.578665 -1.108581 -2.463993 -0.06 -0.11 0.03 -0.524
C 0.347806 -1.274569 -3.395912 0.07 -0.01 -0.05 -0.324
C 1.697474 -1.010782 -3.210624 -0.04 -0.04 -0.02 -0.963
C 2.058952 -0.558860 -1.951262 0.13 -0.10 0.13 -0.406
N 1.165017 -0.396961 -0.997268 -0.17 0.29 -0.31 -0.278
H -2.917513 -6.461555 1.631567 0.02 0.00 -0.04 0.262
H -3.900901 -6.556771 0.289068 0.05 -0.01 -0.01 0.241
H -2.080986 -4.397343 2.496027 0.01 -0.02 0.03 0.345
H -1.622409 -2.032561 1.989658 0.03 0.04 0.05 0.349
H -4.247689 -2.223701 -1.371299 -0.02 0.00 -0.03 0.516
H -4.723083 -4.615112 -0.866583 -0.01 0.01 -0.02 0.300
H -0.011879 -1.644419 -4.351931 0.01 -0.01 -0.02 0.485
H 2.425362 -1.162508 -3.992676 0.00 0.00 -0.01 0.460
H 3.087060 -0.337331 -1.685363 -0.01 0.05 -0.01 0.571
S 2.103394 -7.002227 1.475465 0.19 -0.05 0.13 -0.449
C 1.619038 -5.409663 1.345723 0.00 -0.03 0.09 0.312
S 2.226781 -4.210902 2.433610 -0.01 0.08 0.02 -0.202
C 1.262068 -2.965214 1.655561 -0.02 -0.05 0.07 0.136
N 0.578638 -3.426791 0.660282 0.01 0.10 -0.09 -0.249
N 0.767831 -4.794620 0.495790 -0.02 0.02 -0.04 0.331
C 0.010700 -5.376165 -0.561596 -0.01 -0.04 -0.03 0.503
C -0.663975 -4.523999 -1.432748 0.01 0.00 -0.04 0.282
C -1.404112 -5.041758 -2.478248 -0.06 0.01 -0.06 -0.357
C -1.500328 -6.412933 -2.670293 0.00 -0.02 0.03 -0.654
C -0.844375 -7.257301 -1.788961 -0.02 0.02 -0.03 -0.794
C -0.089733 -6.752786 -0.738908 -0.07 -0.15 0.02 -0.559
S 1.252991 -1.392281 2.325621 0.03 0.08 0.03 -0.527
H -0.617901 -3.463092 -1.276773 -0.01 0.18 0.01 -0.027
H -1.917634 -4.354640 -3.139922 -0.01 0.01 0.02 0.464
H -2.081380 -6.815738 -3.489673 -0.01 -0.01 -0.02 0.390
H -0.907243 -8.331484 -1.911716 -0.01 -0.01 -0.01 0.382
H 0.415269 -7.425305 -0.064914 -0.06 0.06 -0.09 0.168
C 0.590257 5.145366 -3.771608 0.11 -0.07 -0.10 -1.187
N -0.211446 4.498811 -2.746864 -0.13 0.26 0.19 -0.081
N 0.466762 4.058445 -1.613154 0.08 -0.20 -0.09 0.505
C -0.103787 2.877187 -1.158176 0.16 0.03 -0.12 0.437
O 0.236145 2.376107 -0.091286 -0.03 0.01 0.10 -0.157
C -1.089772 2.515558 -2.141713 -0.07 0.12 -0.06 -0.267
C -1.098873 3.498241 -3.073097 0.00 -0.15 -0.02 -0.067
C -1.872885 3.577723 -4.342210 -0.01 0.00 0.02 -1.693
C 1.211579 4.943865 -0.798774 0.01 0.06 0.05 0.160
C 2.246840 4.426943 -0.023515 -0.04 0.03 -0.06 -0.454
C 2.957407 5.281436 0.803220 0.02 0.00 0.03 -0.628
C 2.661721 6.637953 0.845790 0.00 -0.01 -0.02 -0.532
C 1.633531 7.141831 0.063322 0.01 0.00 0.03 -0.672
C 0.895713 6.296066 -0.751660 -0.01 0.02 -0.01 0.025
H 1.330346 5.780005 -3.291278 -0.04 0.02 0.00 0.466
H -0.054464 5.770338 -4.387145 0.00 -0.03 0.00 0.377
H 1.107723 4.417307 -4.404287 0.03 -0.01 0.02 0.327
H -1.741816 1.658969 -2.085999 -0.03 -0.04 -0.02 0.303
H -2.683039 2.853181 -4.315058 0.01 -0.01 -0.01 0.400
H -1.237098 3.346241 -5.199768 0.00 0.01 -0.01 0.317
H -2.292626 4.572856 -4.490192 -0.02 0.01 0.01 0.390
H 2.470826 3.369374 -0.041797 0.02 -0.02 0.02 0.395
H 3.750964 4.873953 1.416777 0.01 -0.02 0.01 0.396
H 3.227347 7.297327 1.491035 0.00 0.00 0.00 0.398
H 1.385634 8.194720 0.100706 0.00 0.01 0.00 0.371
H 0.066964 6.678185 -1.333110 -0.01 -0.01 -0.02 0.480

---

79
Properties=species:S:1:pos:R:3:forces:R:3:mulliken_charge:R:1 method="wB97M-V/def2-TZVPD" spin_multiplicity=1 e_homo_ev=-11.3 de_lowest_ev=0.032 e_tot_ha=-4590.071124 homo_lumo_gap_ev=7.9281 total_charge=+1
Ti -0.142662 -1.118786 -0.730996 -0.23 0.64 0.03 -1.180
S -2.325146 -1.179180 0.409419 0.16 0.01 -0.17 -0.598
P -1.542409 0.627853 0.940936 -0.01 0.26 0.11 1.763
C -0.144004 0.727530 -0.011122 -0.07 -0.88 0.01 0.990
P 1.452197 1.225858 -0.285994 0.16 -0.02 0.18 1.989
S 1.977809 -0.184711 -1.643962 -0.04 -0.13 0.01 -0.661
C 1.573074 2.905526 -0.913597 -0.07 -0.03 -0.16 0.030
C 1.596064 3.135726 -2.285665 0.03 -0.01 -0.03 -0.353
C 1.555736 4.434868 -2.770309 0.00 0.05 0.02 -0.742
C 1.484325 5.502181 -1.885903 0.00 -0.03 -0.02 -0.538
C 1.459188 5.273809 -0.515575 0.00 0.02 0.00 -0.816
C 1.503900 3.978691 -0.026815 -0.03 0.06 0.05 -0.143
C 2.520744 1.143458 1.160254 0.01 0.06 -0.02 0.260
C 2.185527 0.322949 2.232069 -0.06 -0.05 0.03 0.303
C 3.046687 0.205326 3.312105 0.02 0.02 -0.01 -1.133
C 4.250154 0.895979 3.319509 -0.03 0.01 -0.03 -0.625
C 4.594377 1.706049 2.244226 0.02 -0.03 0.07 -0.749
C 3.733840 1.831316 1.167657 0.02 0.07 -0.06 -0.788
C -2.690630 1.958686 0.560943 0.06 0.03 0.01 0.207
C -2.280825 3.008691 -0.254176 0.05 0.00 -0.03 0.367
C -3.154642 4.051268 -0.529519 -0.02 0.01 0.00 -0.871
C -4.433182 4.040733 0.006056 0.00 -0.01 0.01 -0.545
C -4.842863 2.991096 0.820659 -0.01 0.01 0.00 -0.706
C -3.974145 1.951511 1.101198 -0.04 -0.04 0.04 -0.547
C -1.221893 0.694136 2.714461 -0.07 -0.07 -0.02 0.134
C -0.907960 1.928842 3.277714 0.01 0.11 -0.03 -0.347
C -0.527843 2.006368 4.606265 0.01 0.00 0.05 -0.783
C -0.466088 0.853214 5.377988 -0.01 -0.02 -0.01 -0.555
C -0.789859 -0.376692 4.822229 0.01 0.03 0.03 -0.649
C -1.167235 -0.459999 3.490106 0.00 -0.01 -0.08 -0.301
H 1.662441 2.299797 -2.972187 -0.01 -0.01 0.02 0.350
H 1.588446 4.612910 -3.836767 0.00 0.01 0.00 0.447
H 1.456105 6.515739 -2.263088 0.00 0.00 -0.01 0.434
H 1.411287 6.106737 0.172994 0.00 0.01 0.00 0.437
H 1.491848 3.811182 1.044041 0.00 -0.05 0.00 0.441
H 1.259340 -0.234698 2.227995 0.00 0.01 -0.03 0.356
H 2.772798 -0.429000 4.144781 0.01 0.00 0.01 0.498
H 4.924309 0.802336 4.160390 0.00 0.00 0.01 0.424
H 5.534437 2.241008 2.246180 0.00 0.00 0.00 0.423
H 4.012841 2.468972 0.337207 -0.03 -0.02 -0.02 0.470
H -1.279680 3.017402 -0.671093 0.00 -0.02 0.01 0.119
H -2.833975 4.869346 -1.160725 0.00 0.01 0.00 0.477
H -5.116740 4.851364 -0.207809 0.00 0.01 -0.01 0.407
H -5.841213 2.985664 1.236529 0.00 0.00 0.00 0.413
H -4.299797 1.135586 1.736379 0.03 -0.02 0.00 0.412
H -0.961923 2.834438 2.682443 -0.01 -0.02 -0.02 0.409
H -0.284411 2.965113 5.044093 0.00 0.01 -0.01 0.447
H -0.173374 0.916173 6.417705 0.00 0.00 0.00 0.431
H -0.754464 -1.272192 5.428278 0.00 0.00 0.00 0.439
H -1.413333 -1.417348 3.048280 0.00 0.00 -0.01 0.434
Cl 1.606746 -8.752573 2.065858 -0.01 0.03 -0.01 -0.182
C 1.357335 -7.157724 1.451485 0.01 -0.05 0.01 0.459
C 1.209784 -6.104584 2.345196 0.00 -0.02 -0.04 -0.805
C 1.013963 -4.829331 1.850537 0.01 -0.02 0.04 -0.316
C 0.959287 -4.618799 0.475229 0.13 0.03 -0.01 -0.005
C 1.111429 -5.684004 -0.409926 -0.01 -0.02 0.01 -0.278
C 1.312817 -6.961487 0.076803 -0.01 0.03 0.04 -0.848
C 0.751410 -3.267464 -0.047575 0.09 0.04 -0.17 0.912
O 0.691474 -2.247596 0.727183 -0.17 0.05 0.00 -0.068
O 0.571804 -3.038741 -1.287734 -0.25 0.00 0.01 -0.779
H 1.252465 -6.294991 3.407789 0.00 0.01 0.01 0.423
H 0.903003 -3.991761 2.525465 0.00 0.02 -0.01 0.453
H 1.078553 -5.501943 -1.475128 0.00 0.01 -0.01 0.520
H 1.439421 -7.802049 -0.589771 0.00 0.00 -0.01 0.418
N -1.811851 -4.393950 -5.143115 0.05 -0.03 -0.01 -0.335
C -1.386575 -3.246420 -5.729199 -0.10 0.05 -0.04 0.415
O -1.060044 -3.175134 -6.893089 0.05 0.00 0.02 -0.604
C -1.324895 -2.021617 -4.855912 -0.13 0.25 0.05 0.279
C -1.300874 -0.776193 -5.476756 0.02 -0.05 0.09 -0.321
C -1.239158 0.367672 -4.696185 -0.10 -0.09 -0.01 -1.048
C -1.160123 0.233134 -3.324364 0.01 0.13 0.01 0.002
N -1.131007 -0.963159 -2.721353 0.41 0.03 0.25 0.207
C -1.243047 -2.059367 -3.474983 0.12 -0.35 -0.07 -0.536
H -1.919660 -5.190076 -5.750593 -0.02 -0.02 0.03 0.244
H -2.306417 -4.395920 -4.269922 -0.02 0.00 0.00 0.201
H -1.327817 -0.734581 -6.557626 0.00 0.00 0.00 0.511
H -1.239329 1.353189 -5.138735 -0.01 0.00 -0.01 0.480
H -1.090477 1.092476 -2.669680 0.02 0.00 -0.03 0.499
H -1.195398 -2.999829 -2.939690 0.04 0.00 -0.04 0.423